1.
This record from the Open Molecules 2025 dataset describes a 2-piece molecular cluster, C3H9N3 overall at a distorted geometry. The level of theory is ωB97M-V with the def2-TZVPD basis set.

CARTESIAN COORDINATES (ANGSTROEM)
N -0.7664 -1.4335 -0.3131
N -0.7843 0.2957 -1.9053
N 0.6457 1.8516 0.1505
C 0.5794 0.4547 0.1117
C 0.1711 -1.1467 1.7786
C -0.3170 -0.2611 -0.7266
H 0.3233 -0.3086 2.4462
H -0.1063 2.4208 -0.2042
H 1.5072 -0.0457 0.3451
H 1.0573 -1.7564 1.6447
H -0.9746 -2.0388 -1.1187
H 1.5474 2.2971 0.0527
H -0.4016 1.1964 -2.1540
H -0.7229 -1.6963 2.0250
H -1.7583 0.1708 -2.1328

Values from the calculation:
gap between HOMO and LUMO (spin up / spin down): 7.68 / 7.63 eV
largest force on an atom: 2.0 eV/Å
LUMO level (spin up / spin down): 0.0289 / 0.0266 Eh
net charge: 0

***

2.
This record from the Open Molecules 2025 dataset describes one molecule with the formula C3H9N3 at a distorted geometry. The level of theory is ωB97M-V with the def2-TZVPD basis set.

CARTESIAN COORDINATES (ANGSTROEM)
N -0.6455 1.0947 -1.1386
N 0.2568 0.4443 -0.2878
N 2.4363 0.5777 0.6946
C -1.0501 -1.5922 0.0308
C -0.4489 -0.3492 0.6716
C 1.5287 0.9333 -0.1039
H -1.1383 1.8399 -0.4887
H 2.2070 -0.2253 1.2757
H -0.2706 -2.2280 -0.3869
H -1.5952 -2.1701 0.7705
H -1.3503 0.3881 0.9567
H -1.7090 -1.2951 -0.7823
H -0.1678 1.3732 -1.9901
H 1.7278 1.8095 -0.7187
H 0.2192 -0.6007 1.4968

Values from the calculation:
SMILES string: [H]/N=C\N(N)CC
gap between HOMO and LUMO: 9.38 eV
largest force on an atom: 3.0 eV/Å
LUMO level: 0.0346 Eh
net charge: 0

***

3.
This record from the Open Molecules 2025 dataset describes a 2-piece molecular cluster, C3H9N3 overall at a distorted geometry. The level of theory is ωB97M-V with the def2-TZVPD basis set.

CARTESIAN COORDINATES (ANGSTROEM)
N 2.1981 -1.3891 2.2223
N -3.3218 0.5058 -1.1794
N 3.8961 -0.3071 0.7411
C -3.6999 1.5413 -1.7233
C -1.7287 0.4581 -1.0272
C 2.7061 -0.8720 1.0101
H 1.4456 -2.0364 2.1069
H 3.6513 0.1653 -0.0834
H -1.6277 0.2143 -0.0319
H -4.7856 1.7678 -1.6396
H -3.1541 2.3188 -2.4214
H -1.5463 -0.3887 -1.6249
H -1.1581 1.2631 -1.4677
H 2.0092 -1.0131 0.1576
H 2.0942 -0.7228 2.9584

Values from the calculation:
⟨S²⟩: 0.7846
gap between HOMO and LUMO (spin up / spin down): 6.26 / 2.36 eV
spin multiplicity: 2
largest force on an atom: 4.4 eV/Å
LUMO level (spin up / spin down): -0.2099 / -0.3528 Eh
net charge: +1

***

4.
This record from the Open Molecules 2025 dataset describes one molecule with the formula C3H9N3O at a distorted geometry. The level of theory is ωB97M-V with the def2-TZVPD basis set.

CARTESIAN COORDINATES (ANGSTROEM)
O -2.3296 -0.5035 -0.0264
N 1.1639 -0.6830 0.5200
N -1.0084 -1.2130 0.0709
N -0.3374 0.9645 -0.4994
C 2.3775 -0.6224 -0.3817
C -0.1046 -0.3067 0.0553
C 0.1453 2.1061 0.2708
H 1.1365 -1.5371 1.1196
H -2.9432 -1.2322 -0.2184
H 1.1990 2.0323 0.6211
H 2.3209 -1.5677 -1.0164
H -0.1514 3.0353 -0.2923
H 2.2867 0.3292 -0.9697
H -0.4286 2.0882 1.1581
H 3.3042 -0.6227 0.3340
H -1.3230 0.9613 -0.8314

Values from the calculation:
SMILES string: CNC(=NO)NC
gap between HOMO and LUMO: 9.46 eV
largest force on an atom: 2.3 eV/Å
LUMO level: 0.0380 Eh
net charge: 0

***

5.
This record from the Open Molecules 2025 dataset describes one molecule with the formula C3H9N3O at a distorted geometry. The level of theory is ωB97M-V with the def2-TZVPD basis set.

CARTESIAN COORDINATES (ANGSTROEM)
O 1.4173 0.8157 -1.2016
N 0.2650 2.0426 0.4790
N 1.3860 -0.5301 1.2450
N -0.5619 -1.3681 0.3794
C -1.7420 -1.2514 -0.4603
C 0.1856 0.9210 -0.4044
C 0.3054 -0.4048 0.3906
H 1.4883 -1.4826 1.5777
H -2.3977 -0.4393 -0.1278
H 1.1452 1.9818 0.9875
H -1.4827 -1.1132 -1.5160
H -0.6772 0.9810 -1.0661
H 1.2336 0.1707 -1.9044
H 2.2465 -0.1533 0.8570
H -2.3178 -2.1795 -0.3918
H -0.4936 2.0096 1.1561

Values from the calculation:
SMILES string: C/N=C(/N)[C@@H](N)O
gap between HOMO and LUMO: 9.62 eV
largest force on an atom: 3.0 eV/Å
LUMO level: 0.0278 Eh
net charge: 0

***

6.
This record from the Open Molecules 2025 dataset describes C3H9N3O as an isolated structure at a distorted geometry. The level of theory is ωB97M-V with the def2-TZVPD basis set.

CARTESIAN COORDINATES (ANGSTROEM)
O -2.3049 -0.9047 -0.3252
N 1.9562 -0.6488 -0.2567
N 0.1392 -1.9611 0.4747
N -1.8070 0.3010 0.1786
C 0.1761 1.8381 0.1768
C -0.5213 0.6144 -0.3355
C 0.6705 -0.8909 0.0840
H -1.9873 0.1963 1.1430
H 1.1940 2.0680 -0.2593
H 0.3215 1.7671 1.1848
H 0.7374 -2.7513 0.5317
H 2.2860 -1.5434 -0.5667
H -0.4135 2.8249 0.2115
H -1.9377 -1.7273 0.1165
H -0.7288 0.7148 -1.4819
H 2.2196 0.1029 -0.8764

Values from the calculation:
gap between HOMO and LUMO: 9.00 eV
largest force on an atom: 5.1 eV/Å
LUMO level: 0.0298 Eh
net charge: 0

***

7.
This record from the Open Molecules 2025 dataset describes one molecule with the formula C3H9N3O at a distorted geometry. The level of theory is ωB97M-V with the def2-TZVPD basis set.

CARTESIAN COORDINATES (ANGSTROEM)
O 2.3197 -0.1657 0.2684
N 0.5503 -1.8377 -0.5383
N 0.9437 -0.5166 0.2584
N -1.0296 0.3398 -0.5834
C 0.1192 0.5374 -0.0690
C 0.6239 1.9344 0.1120
C -2.1052 -0.3798 0.0432
H 2.7229 -0.7808 0.8950
H -2.9784 0.2783 0.0218
H 0.7037 2.1530 1.1762
H 0.6366 -2.5824 0.1464
H 0.2230 -1.7188 -1.4928
H -1.9028 -0.7136 1.0670
H -2.3703 -1.2384 -0.5797
H 1.5967 2.0535 -0.3596
H -0.0535 2.6374 -0.3655

Values from the calculation:
SMILES string: C/N=C(/C)N(N)O
gap between HOMO and LUMO: 8.28 eV
largest force on an atom: 5.3 eV/Å
LUMO level: 0.0258 Eh
net charge: 0

***

8.
This record from the Open Molecules 2025 dataset describes a 2-piece molecular cluster, C3H9N3O overall at a distorted geometry. The level of theory is ωB97M-V with the def2-TZVPD basis set.

CARTESIAN COORDINATES (ANGSTROEM)
O 1.5025 -0.5946 -1.3276
N -1.0609 -2.2431 2.6088
N 0.5153 1.9296 -1.6990
N -0.3256 -0.4022 0.5825
C 0.5793 0.1876 -0.4378
C -0.8522 -0.1798 -0.7385
C 0.9500 1.6565 -0.3354
H -0.9511 -1.4068 2.1181
H 0.1985 2.0475 0.3951
H -1.0728 -1.1014 -1.2541
H 1.9131 1.7928 -0.0283
H -1.6750 -2.3292 3.3491
H 0.5629 2.8836 -2.0648
H -1.3350 0.6938 -1.2842
H 1.4997 0.0640 -2.0703
H -0.4486 -2.9983 2.1865

Values from the calculation:
gap between HOMO and LUMO: 5.26 eV
largest force on an atom: 6.8 eV/Å
LUMO level: -0.1236 Eh
net charge: 0